1.
{
  "formula": "C4H7NO",
  "method": "wB97M-V/def2-TZVPD",
  "species": ["C", "C", "C", "N", "C", "O", "H", "H", "H", "H", "H", "H", "H"],
  "coordinates": [[-0.03098, -1.30507, -0.90266], [-0.17194, 0.18500, -0.58652], [-0.89899, 0.58489, 0.64527], [0.28418, 0.59287, 1.80334], [1.28831, 0.81447, 1.07201], [1.07353, 0.83813, -0.42873], [0.48333, -1.45317, -1.86150], [0.54372, -1.82362, -0.12390], [-1.02416, -1.77027, -0.96971], [-0.94613, 0.66100, -1.23611], [-1.12178, 1.65696, 0.57908], [-1.83296, -0.00049, 0.75778], [2.35387, 1.01930, 1.25164]],
  "nbo_charge": [-0.6367, 0.0505, -0.2477, -0.4331, 0.3346, -0.5402, 0.2236, 0.2160, 0.2113, 0.1965, 0.2039, 0.2157, 0.2055],
  "orbital_gap_ev": 11.083,
  "fmax_ev_per_a": 2.668,
  "lumo_ev": 0.99,
  "relative_energy_kj_mol": 217.1,
  "multiplicity": 1,
  "total_charge": 0,
  "smiles": "C[C@H]1CN=CO1"
}

=====

2.
{
  "formula": "C22H60O8",
  "method": "wB97M-V/def2-TZVPD",
  "species": ["C", "C", "C", "O", "H", "H", "H", "H", "H", "H", "H", "H", "C", "C", "C", "O", "H", "H", "H", "H", "H", "H", "H", "H", "C", "C", "C", "O", "H", "H", "H", "H", "H", "H", "H", "H", "C", "C", "C", "O", "H", "H", "H", "H", "H", "H", "H", "H", "C", "C", "C", "O", "H", "H", "H", "H", "H", "H", "H", "H", "C", "C", "C", "O", "H", "H", "H", "H", "H", "H", "H", "H", "C", "C", "O", "H", "H", "H", "H", "H", "H", "C", "C", "O", "H", "H", "H", "H", "H", "H"],
  "coordinates": [[-37.66716, 16.93685, -5.56917], [-37.52862, 15.83719, -4.53723], [-38.83181, 15.26151, -3.98790], [-36.73460, 14.77407, -5.07183], [-37.90825, 16.45116, -6.51747], [-36.73276, 17.49296, -5.63206], [-38.46074, 17.66377, -5.40115], [-36.99527, 16.20432, -3.64860], [-39.61166, 16.01628, -3.85093], [-38.68589, 14.81745, -3.00027], [-39.24875, 14.48924, -4.63820], [-36.77152, 14.02654, -4.47148], [-36.46715, 25.54571, -5.49512], [-36.81068, 25.68152, -6.96327], [-36.91720, 27.12636, -7.38114], [-35.74843, 25.06927, -7.70588], [-35.49947, 26.00464, -5.28281], [-36.38641, 24.49672, -5.20332], [-37.22957, 26.01622, -4.87481], [-37.75487, 25.14911, -7.12125], [-37.61782, 27.70436, -6.77854], [-37.31905, 27.19644, -8.40246], [-35.93787, 27.59701, -7.47430], [-35.68368, 25.41548, -8.59951], [-34.98177, 20.85621, -5.91246], [-34.56228, 21.39149, -7.27474], [-35.79224, 21.57713, -8.16214], [-33.97454, 22.65992, -7.02958], [-34.08931, 20.65667, -5.31074], [-35.61185, 19.96440, -5.88583], [-35.50911, 21.63082, -5.34930], [-33.81215, 20.74060, -7.72462], [-36.70115, 21.79608, -7.60136], [-36.07944, 20.63773, -8.65121], [-35.56450, 22.28644, -8.95592], [-34.57513, 23.40701, -7.14131], [-33.39026, 24.14617, -3.22757], [-32.57870, 23.33673, -2.20501], [-31.65668, 22.33877, -2.86061], [-31.85555, 24.25817, -1.36886], [-33.79256, 25.03392, -2.74183], [-34.20127, 23.50261, -3.57059], [-32.80020, 24.45958, -4.08948], [-33.34149, 22.90403, -1.54606], [-31.13096, 21.75416, -2.09582], [-30.82934, 22.81694, -3.38603], [-32.20214, 21.63638, -3.48989], [-31.61847, 23.76498, -0.57643], [-32.39368, 18.41362, -3.11281], [-31.17133, 17.83042, -2.39852], [-30.48914, 18.75379, -1.39540], [-31.57265, 16.63287, -1.71551], [-32.87171, 17.68153, -3.76958], [-32.11396, 19.21664, -3.80295], [-33.14208, 18.76837, -2.40451], [-30.41765, 17.50798, -3.13328], [-29.89884, 18.13950, -0.71745], [-31.25757, 19.23228, -0.77941], [-29.90494, 19.55256, -1.84521], [-31.81727, 16.01287, -2.40934], [-39.65920, 25.27518, -9.61748], [-38.75425, 24.35003, -10.40333], [-38.32259, 23.14161, -9.57813], [-39.56708, 23.78206, -11.45635], [-39.96473, 26.16409, -10.17721], [-39.12342, 25.67263, -8.74871], [-40.55702, 24.79374, -9.23402], [-37.82287, 24.78917, -10.77512], [-37.81875, 23.42278, -8.65385], [-37.57728, 22.60793, -10.17317], [-39.15089, 22.45273, -9.41555], [-40.20273, 24.43259, -11.76317], [-38.58517, 18.58242, -8.53648], [-38.89394, 19.20654, -9.88526], [-40.23127, 19.69298, -9.94243], [-37.59425, 18.13282, -8.48083], [-39.29218, 17.77380, -8.34465], [-38.65948, 19.35679, -7.77118], [-38.79860, 18.44576, -10.67150], [-38.18711, 20.02118, -10.08226], [-40.29082, 20.25857, -10.71857], [-31.50848, 25.68576, -8.96857], [-31.69859, 24.23713, -9.35338], [-31.37749, 23.28502, -8.35215], [-30.51712, 25.89946, -8.57112], [-32.22932, 25.98689, -8.20277], [-31.72704, 26.30043, -9.84461], [-31.16987, 23.97079, -10.27052], [-32.75429, 24.05958, -9.61556], [-32.06976, 23.33022, -7.67950]],
  "lowdin_charge": [-0.0574, -0.4957, -0.0642, -0.0551, 0.0779, 0.0693, 0.0805, 0.1286, 0.0765, 0.0743, 0.0820, 0.0816, -0.0471, -0.4926, -0.0573, -0.0666, 0.0885, 0.0737, 0.0863, 0.1148, 0.0889, 0.0719, 0.0908, 0.0930, -0.0517, -0.4455, -0.0628, -0.0749, 0.0646, 0.0688, 0.0740, 0.1434, 0.0777, 0.0761, 0.0759, 0.0552, -0.0557, -0.4866, -0.0516, -0.0598, 0.0775, 0.0670, 0.0799, 0.1334, 0.0628, 0.0910, 0.0639, 0.0836, -0.0617, -0.4862, -0.0560, -0.0643, 0.0732, 0.0639, 0.0829, 0.1337, 0.0785, 0.0775, 0.0719, 0.0826, -0.0570, -0.4563, -0.0632, -0.0617, 0.0831, 0.0518, 0.0929, 0.1340, 0.0503, 0.0753, 0.0855, 0.0770, -0.1016, -0.3285, -0.0825, 0.0721, 0.0757, 0.0740, 0.1116, 0.0910, 0.0795, -0.0912, -0.3384, -0.0861, 0.0743, 0.0656, 0.0712, 0.1087, 0.1005, 0.0478],
  "orbital_gap_ev": 10.215,
  "fmax_ev_per_a": 1.934,
  "lumo_ev": 0.44,
  "relative_energy_kj_mol": 97.7,
  "multiplicity": 1,
  "total_charge": 0,
  "smiles": "CC(C)O.CC(C)O.CC(C)O.CC(C)O.CC(C)O.CC(C)O.CCO.CCO"
}

=====

3.
{
  "formula": "C8H9Cl2NO2S",
  "method": "wB97M-V/def2-TZVPD",
  "species": ["C", "C", "C", "C", "C", "C", "C", "C", "N", "O", "O", "S", "Cl", "Cl", "H", "H", "H", "H", "H", "H", "H", "H", "H"],
  "coordinates": [[2.95826, -1.18772, -2.07708], [1.68762, -1.43757, -2.47842], [3.13715, -0.35631, -0.95126], [0.57406, -1.29245, -1.62801], [2.07120, -0.06701, -0.17627], [0.82939, -0.66752, -0.44312], [-2.73270, 1.90348, 2.54166], [-1.90026, -1.11252, 0.88787], [-2.40196, 2.61040, 1.54115], [0.06682, 0.23550, 2.03067], [-0.86834, 1.25762, -0.07474], [-0.45069, -0.07369, 0.68741], [-2.74771, -1.25687, -0.66721], [-1.18182, -2.69659, 1.29515], [3.70778, -1.53125, -2.86659], [1.38246, -1.87730, -3.37886], [4.14808, 0.01770, -0.78650], [-0.46868, -1.48540, -1.90766], [2.20697, 0.56067, 0.64917], [-3.21294, 2.22727, 3.36400], [-1.68813, 1.71339, 0.35360], [-2.59406, 0.92735, 2.45366], [-2.52249, 3.58881, 1.63137]],
  "nbo_charge": [-0.1807, -0.2110, -0.2053, -0.1755, -0.1871, -0.2885, 0.0472, -0.6252, -0.6452, -0.8956, -0.8952, 1.9877, -0.0626, -0.0486, 0.2303, 0.2165, 0.2259, 0.2530, 0.2391, 0.1528, 0.5266, 0.1830, 0.3584],
  "orbital_gap_ev": 8.289,
  "fmax_ev_per_a": 4.510,
  "lumo_ev": 0.33,
  "relative_energy_kj_mol": 239.5,
  "multiplicity": 1,
  "total_charge": 0
}

=====

4.
{
  "formula": "C4H5O6Tl",
  "method": "wB97M-V/def2-TZVPD",
  "species": ["O", "C", "O", "Tl", "O", "O", "C", "O", "O", "C", "C", "H", "H", "H", "H", "H"],
  "coordinates": [[-2.89631, 0.47836, -1.88584], [-2.89269, 1.33369, -2.67932], [-3.04986, 1.94707, -3.64865], [-2.23621, -0.93051, -0.17556], [1.58319, 1.66758, 2.95718], [0.42040, -0.71835, 0.48725], [0.76053, -1.44036, -0.57167], [1.86803, -1.78969, -0.86807], [-0.31052, -1.46755, -1.37634], [1.48320, -0.05378, 1.19767], [0.80028, 0.88042, 2.18615], [-0.03583, -1.49563, -2.30303], [2.11896, 0.52653, 0.51723], [2.08268, -0.82703, 1.69160], [0.13894, 0.29864, 2.86636], [0.16523, 1.59061, 1.60506]],
  "lowdin_spin": [0.0000, 0.0000, 0.0000, 0.0001, 0.8195, 0.0006, -0.0002, 0.0002, -0.0001, -0.0001, 0.1020, 0.0000, 0.0000, 0.0001, 0.0343, 0.0436],
  "orbital_gap_ev": [10.248, 9.008],
  "fmax_ev_per_a": 3.550,
  "lumo_ev": [-4.18, -4.79],
  "relative_energy_kj_mol": 0.0,
  "multiplicity": 2,
  "total_charge": 1,
  "s2": 0.754
}

=====

5.
{
  "formula": "C9H14",
  "method": "wB97M-V/def2-TZVPD",
  "species": ["C", "C", "C", "C", "C", "C", "C", "H", "H", "H", "H", "H", "H", "H", "H", "C", "C", "H", "H", "H", "H", "H", "H"],
  "coordinates": [[-3.52747, -1.30727, -0.26144], [-2.11782, -1.02296, 0.36422], [-1.01229, -1.60609, -0.20051], [0.30958, -1.50320, 0.17476], [0.61704, -0.59834, 1.23271], [-0.44055, 0.04252, 1.88061], [-1.77471, -0.20499, 1.46238], [-4.09441, -1.58191, 0.61671], [-3.53687, -2.25202, -0.89500], [-3.80664, -0.35930, -0.66185], [-1.24366, -2.18866, -1.03978], [1.04423, -1.92038, -0.49695], [1.57875, -0.64808, 1.63293], [-0.29496, 0.61008, 2.74702], [-2.54567, 0.37466, 1.88716], [1.95860, 1.39532, -0.91964], [3.24078, 2.19670, -1.26190], [2.23664, 0.36905, -0.64666], [1.50700, 1.64098, 0.03100], [1.23255, 1.40542, -1.64156], [2.96857, 3.15612, -1.80948], [3.86440, 1.64755, -1.87620], [3.83691, 2.35479, -0.31853]],
  "nbo_charge": [-0.6349, -0.0030, -0.2099, -0.2127, -0.2129, -0.2170, -0.2095, 0.2207, 0.2252, 0.2278, 0.1904, 0.2154, 0.2086, 0.2113, 0.1985, -0.6039, -0.6040, 0.1969, 0.2085, 0.2024, 0.2016, 0.1981, 0.2023],
  "orbital_gap_ev": 10.024,
  "fmax_ev_per_a": 3.539,
  "lumo_ev": 1.01,
  "relative_energy_kj_mol": 131.7,
  "multiplicity": 1,
  "total_charge": 0,
  "smiles": "Cc1ccccc1.CC"
}

=====

6.
{
  "formula": "C39H53HgN5P2",
  "method": "wB97M-V/def2-TZVPD",
  "species": ["Hg", "C", "C", "C", "C", "C", "C", "C", "C", "C", "H", "H", "H", "H", "H", "H", "H", "H", "H", "H", "H", "H", "H", "H", "H", "P", "P", "N", "N", "N", "N", "C", "C", "C", "C", "C", "C", "C", "C", "C", "C", "C", "C", "C", "C", "C", "C", "C", "C", "H", "H", "H", "H", "H", "H", "H", "H", "H", "H", "H", "H", "H", "H", "H", "H", "H", "H", "H", "H", "C", "C", "C", "C", "C", "C", "C", "C", "N", "C", "C", "C", "C", "H", "H", "H", "H", "H", "H", "H", "H", "H", "H", "H", "H", "H", "H", "H", "H", "H", "H"],
  "coordinates": [[0.22543, 0.90842, 1.41598], [-0.58449, -7.08268, -2.08466], [-0.39978, -5.97716, -2.81405], [-1.39878, -5.34455, -3.73246], [-2.88466, -5.69730, -3.48237], [-3.40557, -5.33748, -2.11762], [-3.36641, -6.06800, -1.00068], [-2.82291, -7.46402, -0.86941], [-1.82412, -7.92359, -1.95886], [-0.46401, 2.23339, 2.96470], [0.26053, -7.49566, -1.51719], [0.59584, -5.51568, -2.83895], [-1.16323, -5.62737, -4.77356], [-1.29422, -4.24903, -3.68433], [-3.46361, -5.08440, -4.19204], [-3.06888, -6.74128, -3.75955], [-3.91016, -4.36230, -2.10360], [-3.84377, -5.68894, -0.08773], [-3.66107, -8.18262, -0.86581], [-2.32992, -7.56792, 0.10948], [-1.47541, -8.92030, -1.64220], [-2.35311, -8.07436, -2.90669], [0.32663, 2.19040, 3.73043], [-1.43456, 1.95059, 3.39757], [-0.51953, 3.24257, 2.53240], [-1.96400, 0.41965, 0.30407], [1.06631, -0.20998, -0.75014], [-2.84862, -0.39992, 1.49347], [-2.95035, 1.75114, -0.13247], [1.46627, -1.82693, -0.36728], [2.44780, 0.24632, -1.69735], [-1.72473, -0.65414, -1.13930], [-0.36841, -0.37283, -1.87582], [-2.34928, -0.86588, 2.72830], [-3.31555, -1.65841, 3.31974], [-4.45502, -1.68094, 2.43866], [-4.15083, -0.90048, 1.33788], [-3.25571, 2.84879, 0.70896], [-3.86852, 3.83161, -0.04528], [-3.92923, 3.36283, -1.40299], [-3.34978, 2.10767, -1.43496], [1.98509, -2.22115, 0.87966], [2.09910, -3.60084, 0.89157], [1.64366, -4.08530, -0.38188], [1.27449, -2.98179, -1.13542], [3.11268, -0.44115, -2.72884], [3.96684, 0.44002, -3.37402], [3.83592, 1.72130, -2.73469], [2.91262, 1.57372, -1.71220], [-2.56798, -0.54854, -1.84578], [-1.74277, -1.69939, -0.77468], [-0.15211, -1.16268, -2.61687], [-0.44444, 0.58384, -2.42844], [-1.35407, -0.59563, 3.05568], [-3.22740, -2.17925, 4.26477], [-5.38072, -2.21697, 2.60217], [-4.70748, -0.64839, 0.44624], [-3.03388, 2.80285, 1.76554], [-4.24411, 4.78331, 0.31728], [-4.36794, 3.89409, -2.23951], [-3.19055, 1.41459, -2.24650], [2.18506, -1.47911, 1.63991], [2.46223, -4.21392, 1.70500], [1.58139, -5.11649, -0.70379], [0.86277, -2.91116, -2.13337], [2.92274, -1.49176, -2.89279], [4.61122, 0.21724, -4.21457], [4.33699, 2.63836, -3.01433], [2.54919, 2.27174, -0.97369], [3.85962, 6.35076, 3.67667], [3.48261, 4.97245, 3.20037], [3.97287, 3.85190, 3.88064], [3.65629, 2.55450, 3.45358], [4.15089, 1.38125, 4.24948], [2.91630, 2.39343, 2.28964], [2.32194, 3.50761, 1.60153], [2.65380, 4.80460, 2.09609], [1.46760, 3.23357, 0.59072], [0.84401, 4.23180, -0.28037], [-0.17027, 5.08715, 0.47225], [1.86813, 5.08487, -1.01819], [0.03754, 3.48535, -1.33928], [3.56008, 6.51003, 4.72230], [4.94941, 6.48658, 3.63298], [3.39502, 7.13719, 3.06704], [4.61021, 4.01243, 4.75232], [5.24875, 1.33516, 4.24518], [3.83258, 1.44201, 5.29991], [3.76812, 0.44353, 3.83786], [2.72615, 1.39064, 1.88761], [2.22983, 5.68948, 1.61460], [0.27817, 5.63097, 1.30748], [-0.57138, 5.81239, -0.24435], [-0.99892, 4.46977, 0.84505], [2.52232, 4.45607, -1.63540], [1.32640, 5.77125, -1.67786], [2.47073, 5.67893, -0.33018], [0.67051, 2.84596, -1.96326], [-0.73498, 2.86499, -0.87152], [-0.46347, 4.21660, -1.98364]],
  "lowdin_charge": [0.8361, -0.1031, -0.1220, -0.1895, -0.2071, -0.1120, -0.1090, -0.1885, -0.2076, -0.2687, 0.1032, 0.0905, 0.1186, 0.0997, 0.1084, 0.0946, 0.0979, 0.1023, 0.1169, 0.1112, 0.1094, 0.0944, -0.0223, -0.0301, -0.0271, 0.8813, 0.9524, -0.2594, -0.2393, -0.2601, -0.2232, -0.3379, -0.3349, -0.1409, -0.0773, -0.0815, -0.1213, -0.1228, -0.0764, -0.0789, -0.1390, -0.1274, -0.0730, -0.0728, -0.1407, -0.1281, -0.0849, -0.0738, -0.1347, 0.0779, 0.0974, 0.0774, 0.0880, 0.0642, 0.0979, 0.0950, 0.1089, 0.1006, 0.1037, 0.0979, 0.0927, 0.0858, 0.0978, 0.0831, 0.0909, 0.0926, 0.0936, 0.0961, 0.0594, -0.0674, -0.2967, -0.0624, -0.3075, -0.0674, -0.0711, -0.3346, -0.0188, -0.0404, -0.6614, -0.0502, -0.0388, -0.0709, 0.0767, 0.0779, 0.0705, 0.1083, 0.0794, 0.0786, 0.0594, 0.0446, 0.0784, 0.0704, 0.0824, 0.0506, 0.0747, 0.0816, 0.0667, 0.0568, 0.0385, 0.0893],
  "orbital_gap_ev": 5.211,
  "fmax_ev_per_a": 2.348,
  "lumo_ev": -0.33,
  "relative_energy_kj_mol": 0.0,
  "multiplicity": 1,
  "total_charge": 0
}